#a
Entry from OMol25: a cluster of 2 separate species, C4H10NOS in total (ωB97M-V with the def2-TZVPD basis set).

Cartesian coordinates (Å):
C 1.51459 1.11487 1.00461
C -1.55152 -0.97589 1.18358
C -0.03097 0.45199 -2.77529
C 1.14400 0.45110 -0.27332
N -0.23229 -0.60389 1.59477
O 2.42162 0.79074 1.67672
S 0.03283 1.19656 -1.21618
H 1.02053 2.04625 1.12559
H -1.89663 -1.63401 2.01838
H -2.36483 -0.21296 1.13457
H -1.54803 -1.59126 0.23787
H 0.12348 -0.68201 -2.75471
H 0.53245 1.01578 -3.47088
H -1.17656 0.54274 -3.11176
H 1.74737 -0.39768 -0.54682
H 0.38169 -1.40622 1.71387
H -0.11773 -0.10612 2.45900

- Orbital gap (alpha / beta): 7.72 / 7.72 eV
- Charge: +1
- Highest occupied orbital energy (alpha / beta): -13.86 / -13.86 eV


#b
Entry from OMol25: the ion C4H10NOS with charge +1 (ωB97M-V with the def2-TZVPD basis set).

Cartesian coordinates (Å):
C 2.49815 0.20518 0.61793
S 0.90277 -0.54635 1.02470
C -0.21403 -0.65430 -0.34751
C -0.82276 -1.96925 -0.48259
N -1.37992 0.48035 0.16600
C -1.08494 1.87472 0.04043
O -2.37824 0.04536 0.69718
H 2.71031 -0.14615 -0.45180
H 3.30004 -0.04146 1.35214
H 2.36755 1.27621 0.67858
H 0.10497 -0.16731 -1.29246
H -0.81950 -2.61472 0.39011
H -1.69312 -1.97808 -1.02973
H -0.15012 -2.41897 -1.37420
H -1.67422 2.32485 -0.81943
H -0.05693 2.04715 -0.06601
H -1.61001 2.28278 0.89667

- Orbital gap (alpha / beta): 7.32 / 7.32 eV
- Charge: +1
- Highest occupied orbital energy (alpha / beta): -13.67 / -13.67 eV


It is #b that is the least stable of them.


#a
Entry from OMol25: a cluster of 2 separate species, CH3IOS in total (ωB97M-V with the def2-TZVPD basis set).

Cartesian coordinates (Å):
C -1.18190 -0.31365 -0.07360
O 0.04935 -0.33507 -0.51350
S 2.44252 -0.20967 0.64661
I 3.12480 1.85074 -0.22810
H -1.86223 0.09738 -0.82032
H -1.15979 0.27395 0.83561
H -1.41275 -1.36369 0.15330

- Orbital gap (alpha / beta): 5.88 / 5.81 eV
- Highest occupied orbital energy (alpha / beta): -9.14 / -8.95 eV


#b
Entry from OMol25: the molecule CH3IOS (ωB97M-V with the def2-TZVPD basis set).

Cartesian coordinates (Å):
S 0.77523 -1.14098 -1.18305
O 0.83787 0.19299 -0.25084
C -0.55054 0.69530 0.37423
I -1.58903 -0.91396 1.14713
H 2.07382 -1.53702 -0.84927
H -0.26984 1.53821 1.14431
H -1.27751 1.16546 -0.38251

- Orbital gap: 8.92 eV
- Highest occupied orbital energy: -8.61 eV


#c
Entry from OMol25: the molecule CH3IOS (ωB97M-V with the def2-TZVPD basis set).

Cartesian coordinates (Å):
C -0.72240 0.05163 0.39546
O 2.17484 0.00057 0.52658
S 0.70545 0.74900 -0.46697
I 0.71157 -0.48745 -2.56249
H -0.57906 -1.08122 0.44435
H -1.71649 0.55731 0.12278
H -0.57392 0.21016 1.54029

- Orbital gap: 8.01 eV
- Highest occupied orbital energy: -9.47 eV


It is #a that is the least stable of them.


#a
Entry from OMol25: the molecule C9H8N2 (ωB97M-V with the def2-TZVPD basis set).

Cartesian coordinates (Å):
C 3.12118 -0.06510 -0.01725
C 2.40893 -1.30253 -0.23705
C 1.02872 -1.25887 -0.22741
C 0.37429 -0.11444 0.00149
C -1.18533 -0.16168 0.00682
N -1.91331 -1.19115 0.52541
C -3.22765 -0.72046 0.30297
C -3.24155 0.48012 -0.27683
N -2.00767 0.89506 -0.37964
C 0.97372 1.01729 0.36408
C 2.35314 1.11001 0.28643
H 4.35000 0.01103 0.00115
H 3.03646 -2.13537 -0.48129
H 0.31603 -1.95827 -0.37982
H -4.03148 -1.47358 0.77971
H -3.98500 1.14867 -0.58235
H -1.51573 1.62518 -0.95035
H 0.29481 2.05417 0.66263
H 2.85043 2.03993 0.60129

- Orbital gap: 9.26 eV
- Highest occupied orbital energy: -8.47 eV


#b
Entry from OMol25: the molecule C9H8N2 (ωB97M-V with the def2-TZVPD basis set).

Cartesian coordinates (Å):
C -3.09876 -0.13992 -0.04430
C -2.40898 -1.34388 0.04637
C -1.06514 -1.41606 -0.00019
C -0.34772 -0.12633 -0.03801
C 1.22444 -0.17497 -0.03218
N 1.86825 -1.25346 -0.17425
C 3.20362 -0.85060 -0.12417
C 3.23947 0.49032 0.05341
N 1.91720 0.95131 0.12826
C -1.02943 1.10863 -0.16426
C -2.37065 1.08032 -0.07397
H -4.17578 0.05612 0.08455
H -2.87316 -2.16350 0.29978
H -0.43211 -2.12573 0.20541
H 4.16801 -1.37673 -0.14301
H 3.92108 1.15896 0.07579
H 1.70978 1.84759 0.26056
H -0.47840 2.15554 -0.13607
H -2.97170 2.12237 -0.22370

- Orbital gap: 9.14 eV
- Highest occupied orbital energy: -8.34 eV


It is #b that is the least stable of them.